No. 1
DFT (wB97M-V/def2-TZVPD) results for C17H35Br9O22S6 as an isolated structure.

Geometry (Å):
O 2.5640 4.6042 -0.0530
S 1.4920 4.0499 0.7334
O 1.1412 2.6609 0.6179
O 1.7569 4.2999 2.3256
C 2.9736 4.9706 2.6867
C 4.2145 4.1020 2.6104
C 0.0292 5.1104 0.6229
H 2.8261 5.2129 3.7400
H 3.1009 5.8833 2.1050
H 5.0929 4.7309 2.7898
H 4.4186 3.7392 1.6007
H 4.2563 3.2872 3.3302
H -0.6167 4.4464 1.1958
H -0.2385 5.2098 -0.4231
H 0.3985 6.0045 1.1104
O -3.7097 -4.7886 2.7749
S -2.7863 -3.9654 3.5253
O -3.0910 -3.5283 4.8597
O -1.3511 -4.7236 3.4579
C -0.4963 -4.5602 4.5753
C 0.5744 -5.6502 4.5488
C -2.3505 -2.5094 2.5460
H -0.9804 -4.7282 5.5425
H -0.0552 -3.5705 4.7284
H 0.1755 -6.5850 4.9386
H 1.4259 -5.4196 5.1906
H 0.9577 -5.7650 3.5338
H -1.5479 -1.9745 3.0481
H -3.2254 -1.9059 2.3264
H -1.9807 -2.9114 1.6031
C -4.3201 1.7752 -2.4055
Br -3.2086 3.3700 -2.2025
Br -3.3693 0.2476 -3.1145
Br -5.9812 2.1855 -3.3937
H -4.7215 1.5687 -1.4237
C 1.4519 -0.4705 -6.6845
Br 0.3900 0.8057 -7.6792
Br 3.2061 0.3186 -6.1937
Br 1.6827 -2.1070 -7.6852
H 1.0054 -0.6178 -5.7139
C -4.0279 2.2499 1.9972
Br -2.6992 1.3637 0.9166
Br -5.4991 2.9141 0.9307
Br -3.2265 3.6569 3.0683
H -4.5296 1.5257 2.6233
C 0.6448 3.6244 -4.7661
C 0.9217 2.6348 -3.6012
O 2.1207 3.1382 -2.9831
S 2.7448 4.3714 -3.7707
O 4.1334 4.1174 -3.9585
O 2.3083 5.6064 -3.2127
O 1.9476 4.0527 -5.1112
H -0.1153 4.3212 -4.4118
H 0.2634 3.0612 -5.6140
H 1.0496 1.6100 -3.9486
H 0.1795 2.6360 -2.8024
C -1.5840 -4.7969 -3.1163
C -2.4544 -3.8489 -3.9433
O -3.4729 -3.3289 -3.1084
S -3.2253 -3.7214 -1.5555
O -4.4400 -4.1600 -0.9324
O -2.4558 -2.6930 -0.9056
O -2.3235 -5.0373 -1.9214
H -0.6098 -4.3448 -2.9179
H -1.4192 -5.7175 -3.6663
H -2.9944 -4.5122 -4.6320
H -1.9778 -3.0623 -4.5242
C 1.4976 -1.1916 3.5527
C 2.7710 -0.3603 3.3192
O 3.5186 -0.5005 4.5221
S 2.5527 -0.7656 5.7991
O 2.3281 0.3523 6.6531
O 2.9876 -2.0017 6.3913
O 1.2066 -0.9603 4.9141
H 1.6400 -2.2699 3.4213
H 0.6931 -0.9087 2.8762
H 2.4750 0.6838 3.1939
H 3.3800 -0.6715 2.4764
C 0.5388 -1.1262 -0.4256
C -0.3847 -0.1722 -1.1756
O -0.0898 -0.3193 -2.5479
S 1.0181 -1.4294 -2.8828
O 2.2448 -0.7237 -3.0479
O 0.5665 -2.3213 -3.8968
O 0.9098 -2.1051 -1.4028
H 0.0435 -1.7093 0.3471
H 1.3664 -0.5595 0.0047
H -0.1799 0.8805 -0.9620
H -1.4463 -0.2834 -0.9580

Forces on the atoms, in the same order (eV/Å):
-0.484 -0.399 0.607
0.375 0.783 0.237
-0.122 0.229 -0.142
-0.017 -0.492 -1.203
0.667 -0.134 0.759
0.703 0.262 -0.664
1.454 -1.761 0.120
-0.203 0.280 -0.136
-0.093 -0.043 -0.040
-0.166 0.110 0.314
-0.387 -0.224 0.044
-0.298 -0.039 -0.011
-0.739 0.805 0.079
-0.110 0.133 0.022
-0.629 0.278 -0.025
1.127 0.867 0.840
-0.573 0.213 -1.155
0.312 -0.464 -0.382
-0.986 0.470 0.292
1.253 -0.762 2.230
0.154 0.205 -0.425
0.107 -1.004 -0.238
-0.742 0.144 -0.414
-0.113 0.214 -0.893
-0.114 -0.112 -0.393
-0.117 0.355 0.027
0.004 -0.259 0.041
-0.207 0.119 0.202
-0.074 0.035 0.320
-0.028 0.038 -0.045
-0.639 0.468 -0.284
-0.207 -0.502 -0.303
-0.344 0.559 0.218
0.800 -0.151 0.134
0.421 -0.297 0.111
1.113 0.614 -0.103
0.077 -0.198 0.214
-0.693 -0.264 -0.362
-0.162 0.327 0.439
-0.338 -0.448 -0.200
-0.261 0.331 -0.064
-0.128 -0.016 0.209
0.127 0.136 -0.085
-0.234 -0.429 -0.212
0.481 -0.062 0.295
-0.699 -2.069 0.677
-0.136 0.344 0.239
0.128 -0.141 0.179
0.748 -0.577 0.302
-0.666 0.255 -0.169
-0.168 -0.236 -0.114
-0.014 1.124 -0.344
0.621 0.876 -0.404
-0.029 0.231 -0.113
0.465 0.110 0.053
-0.289 0.071 -0.301
0.873 1.012 -0.178
-0.838 -1.374 -1.362
-0.199 0.530 1.736
-0.552 -0.872 -0.205
1.270 0.457 -0.894
-0.016 -0.660 -0.597
-0.499 0.866 0.627
-0.096 -0.078 0.361
-0.190 -0.234 0.320
0.045 0.454 -0.212
0.330 0.007 0.428
1.015 -0.703 -0.645
-0.908 0.211 -0.165
-0.172 0.094 0.956
0.028 -1.110 0.144
0.327 -0.167 -0.836
-0.474 0.995 -0.744
-0.138 0.357 0.794
0.307 0.069 -0.099
-0.214 0.415 0.448
0.138 0.055 -0.045
0.070 -0.173 0.101
-0.375 0.016 0.088
-0.249 1.329 0.801
-0.289 -0.777 -1.439
-0.239 1.136 1.876
-0.138 -0.581 -0.008
-0.074 0.020 0.493
0.757 -0.167 -1.343
-0.159 0.180 0.031
0.380 -0.362 -0.292
0.340 -0.128 0.339
0.009 -0.719 -0.464

The frontier orbital gap comes out at 9.608 eV. For the largest force on an atom, the calculation gives 2.7 eV Å⁻¹. The HOMO energy comes out at -10.39 eV. As for the electronic energy: -27879.10076 Ha. The value obtained for the LUMO energy is -0.781 eV.

***

No. 2
DFT (wB97M-V/def2-TZVPD) results for CH3Cl2PS in the gas phase.

Geometry (Å):
C -0.8245 -0.8839 -0.4286
P 1.7166 0.8450 0.3952
S 0.2812 0.2581 -1.2272
Cl 1.4332 2.8741 0.1910
Cl 0.6052 0.4057 1.9357
H -1.3450 -1.3165 -1.1792
H -1.5774 -0.4013 0.2167
H -0.2895 -1.7812 0.0964

Forces on the atoms, in the same order (eV/Å):
1.629 -0.660 3.374
0.168 0.050 -2.492
1.066 0.488 0.530
0.087 0.157 0.098
-1.008 -0.335 1.861
-1.678 -1.367 -2.658
0.640 -0.183 -0.013
-0.905 1.850 -0.699

The frontier orbital gap comes out at 9.489 eV. For the largest force on an atom, the calculation gives 3.8 eV Å⁻¹. The SMILES is CSP(Cl)Cl. The HOMO energy comes out at -9.05 eV. As for the electronic energy: -1699.86207 Ha. The value obtained for the LUMO energy is 0.436 eV. The energy above the lowest of the compared OMol25 structures with the same formula, charge and spin comes out at 16.62 kcal/mol.

***

No. 3
DFT (wB97M-V/def2-TZVPD) results for an isolated ion of composition C11H10FN2O and charge +1.

Geometry (Å):
C -1.7811 -3.4865 -1.4482
C -1.2037 -2.3326 -1.2636
C -3.0171 -5.5772 -0.8450
C -1.7186 -2.5633 0.9989
C -2.3950 -4.3682 -0.6038
C -1.0536 -1.8406 0.0484
C -2.4115 -3.7392 0.7574
C 1.0966 -0.6428 -0.0350
C -0.8857 0.4547 -0.9068
C 1.7999 0.7465 0.2208
C -0.1908 1.7510 -0.6158
N -3.5504 -6.5818 -0.8355
N -0.3540 -0.5331 0.1511
O 1.2821 1.6871 -0.7285
F -2.9148 -4.4854 1.7129
H -2.0537 -2.2042 2.0163
H 1.4024 -0.8077 -1.0629
H 1.5472 -1.4312 0.4325
H -1.9460 0.3851 -0.7721
H -0.6288 -0.0626 -1.8477
H 1.3554 0.8574 1.2863
H 2.8842 0.5998 0.1020
H -0.3874 2.4360 -1.3949
H -0.5253 2.1481 0.3617
H -0.5349 -0.0236 1.0286

Forces on the atoms, in the same order (eV/Å):
2.081 3.735 1.395
-1.539 -3.863 0.402
-0.126 -0.440 0.220
-1.982 0.473 3.254
0.335 2.815 1.490
-0.012 0.308 -3.091
1.141 -1.898 -3.263
1.731 2.521 -2.448
1.148 -1.835 0.123
-2.665 -1.553 1.055
1.624 0.301 -0.162
-0.666 -1.272 -0.272
-0.610 0.005 0.158
-1.190 -1.023 1.595
-0.194 0.546 0.212
1.307 -0.001 -0.901
-1.079 -0.388 -0.632
0.694 -1.929 2.116
-0.682 0.730 -0.062
-0.054 0.750 0.203
1.629 1.257 -1.064
-0.525 0.529 0.396
-0.781 0.943 -0.607
0.389 -0.003 -0.292
0.023 -0.710 0.175

The frontier orbital gap (spin up / spin down) comes out at 8.429 / 8.431 eV. For the largest force on an atom, the calculation gives 4.5 eV Å⁻¹. The SMILES is N#Cc1c#cc([NH+]2CCOCC2)cc1F. The HOMO energy (spin up / spin down) comes out at -13.71 / -13.71 eV. As for the electronic energy: -709.29907 Ha. The value obtained for the LUMO energy (spin up / spin down) is -5.281 / -5.280 eV. The energy above the lowest of the compared OMol25 structures with the same formula, charge and spin comes out at 74.97 kcal/mol. Its charge is +1.

***

No. 4
DFT (wB97M-V/def2-TZVPD) results for CH5OP as an isolated structure.

Geometry (Å):
C 0.4977 -0.2689 0.1143
O 1.5076 0.6764 -0.0772
P -1.1867 0.5663 0.0685
H 0.5733 -1.1132 -0.5926
H 0.4709 -1.1170 1.1853
H 1.2044 1.4049 0.4295
H -1.2863 0.5889 -1.2775
H -1.7809 -0.7374 0.1498

Forces on the atoms, in the same order (eV/Å):
-0.965 -3.189 1.904
0.263 -1.601 -0.069
0.381 -1.395 1.545
0.145 0.928 -0.275
0.506 3.082 -2.327
0.089 1.448 0.753
-0.140 0.173 -1.627
-0.279 0.553 0.097

The frontier orbital gap comes out at 10.856 eV. For the largest force on an atom, the calculation gives 3.9 eV Å⁻¹. The HOMO energy comes out at -10.06 eV. As for the electronic energy: -457.61131 Ha. The value obtained for the LUMO energy is 0.797 eV. The energy above the lowest of the compared OMol25 structures with the same formula, charge and spin comes out at 43.84 kcal/mol.